# 1
{
  "formula": "C2H5InO",
  "method": "wB97M-V/def2-TZVPD",
  "elements": ["In", "C", "C", "O", "H", "H", "H", "H", "H"],
  "xyz": [[-0.007, -3.672, 1.050], [-0.792, 0.480, -0.456], [0.785, 0.424, 0.175], [0.794, -0.680, 0.711], [-1.572, 0.448, 0.295], [-0.790, -0.289, -1.225], [-0.731, 1.448, -0.979], [0.760, 1.213, 1.011], [1.553, 0.627, -0.582]],
  "atomic_forces_ev_per_a": [[0.0, -0.6, 0.2], [-2.1, 0.4, -1.4], [4.1, 2.1, 1.3], [-1.1, -1.6, -0.1], [0.2, -0.2, 0.3], [0.1, -0.4, 0.4], [0.5, 0.1, 0.6], [-1.2, 0.2, -0.7], [-0.5, -0.1, -0.6]],
  "total_charge": 2,
  "homo_ev": -20.7,
  "orbital_gap_ev": 6.82
}

# 2
{
  "formula": "C2H5N",
  "method": "wB97M-V/def2-TZVPD",
  "elements": ["C", "C", "N", "H", "H", "H", "H", "H"],
  "xyz": [[0.521, -0.638, 0.112], [-0.311, 0.278, -0.725], [-0.208, 0.522, 0.652], [0.180, -1.614, 0.606], [1.646, -0.662, -0.266], [-1.210, -0.307, -1.305], [0.617, 0.798, -1.224], [-1.031, 0.292, 1.311]],
  "atomic_forces_ev_per_a": [[1.0, -2.2, 0.7], [0.2, -2.5, -3.1], [-0.4, 0.8, 2.7], [0.4, 1.3, -1.4], [-2.1, 0.4, 1.9], [2.1, 2.3, 1.4], [-3.0, -0.1, -0.2], [1.8, 0.1, -1.9]],
  "total_charge": 0,
  "smiles": "C1CN1",
  "homo_ev": -8.9,
  "orbital_gap_ev": 10.07
}

# 3
{
  "formula": "C2H5N",
  "method": "wB97M-V/def2-TZVPD",
  "elements": ["C", "C", "N", "H", "H", "H", "H", "H"],
  "xyz": [[-0.863, -0.209, -0.189], [1.054, 0.338, 0.243], [0.039, 1.100, 0.061], [-0.611, -1.187, 0.223], [-1.805, 0.147, 0.220], [-0.887, -0.240, -1.281], [1.772, 0.060, -0.535], [1.301, -0.008, 1.257]],
  "atomic_forces_ev_per_a": [[-0.8, 0.5, -0.9], [0.6, 0.2, 0.8], [0.1, -0.8, 0.0], [0.4, 0.2, 0.2], [0.0, -0.1, 0.1], [-0.1, -0.1, 0.1], [-0.1, 0.0, -0.4], [-0.1, 0.1, 0.0]],
  "total_charge": 1,
  "homo_ev": [-17.2, -19.1],
  "orbital_gap_ev": [10.42, 11.54],
  "multiplicity": 2
}

# 4
{
  "formula": "C2H5N2",
  "method": "wB97M-V/def2-TZVPD",
  "elements": ["C", "C", "N", "N", "H", "H", "H", "H", "H"],
  "xyz": [[-0.011, 0.380, -0.976], [-0.245, 0.609, 0.379], [1.917, -0.546, 0.833], [0.760, -0.673, 0.898], [0.971, 0.499, -1.320], [-1.238, 0.528, 0.828], [-0.663, -0.240, -1.663], [0.264, 1.476, 0.897], [2.650, 0.128, 0.445]],
  "atomic_forces_ev_per_a": [[-1.7, -1.3, 0.1], [-0.9, 2.8, -0.4], [0.3, -0.4, 0.4], [2.1, -0.5, 0.5], [1.2, 0.6, -0.8], [0.2, -0.7, -0.3], [0.5, 1.0, 1.0], [-0.2, -1.1, -0.8], [-1.4, -0.5, 0.2]],
  "total_charge": 1,
  "homo_ev": [-15.4, -15.6],
  "orbital_gap_ev": [8.08, 8.51]
}

# 5
{
  "formula": "C2H5N2",
  "method": "wB97M-V/def2-TZVPD",
  "elements": ["C", "C", "N", "N", "H", "H", "H", "H", "H"],
  "xyz": [[0.427, 0.256, -0.880], [-0.315, -0.265, 0.820], [0.333, 0.871, 0.242], [0.017, -0.939, -0.431], [0.769, 0.552, -1.816], [0.356, -0.701, 1.642], [-1.277, -0.209, 1.229], [-0.381, 2.273, -0.070], [0.070, -1.839, -0.735]],
  "atomic_forces_ev_per_a": [[0.1, -3.4, -0.9], [3.1, -2.6, 2.7], [-2.7, 8.1, 0.3], [-1.0, 3.8, 0.0], [0.6, 0.5, -1.5], [-1.0, 0.7, -0.9], [-1.7, 0.3, -0.2], [2.2, -4.3, 1.4], [0.2, -3.0, -1.0]],
  "total_charge": 1,
  "homo_ev": -16.5,
  "orbital_gap_ev": 10.26
}

# 6
{
  "formula": "C2H5N2",
  "method": "wB97M-V/def2-TZVPD",
  "elements": ["H", "N", "C", "N", "C", "H", "H", "H", "H"],
  "xyz": [[-2.483, 0.578, 0.081], [-1.426, 0.591, -0.121], [-0.889, -0.539, 0.122], [0.577, -0.501, -0.078], [1.120, 0.620, 0.099], [-1.284, -1.413, 0.482], [1.213, -1.381, -0.420], [2.196, 0.542, -0.076], [0.651, 1.703, 0.362]],
  "atomic_forces_ev_per_a": [[2.0, 0.0, -0.3], [-1.6, -2.1, 0.7], [0.3, 3.9, -1.4], [-0.2, -2.5, -0.6], [2.1, 2.8, 0.1], [-0.9, -2.2, 0.7], [-2.2, 2.6, 1.3], [-0.1, 0.7, 0.1], [0.7, -3.3, -0.5]],
  "total_charge": 1,
  "smiles": "[H]/N=C/[NH+]=C",
  "homo_ev": -16.5,
  "orbital_gap_ev": 10.74
}

# 7
{
  "formula": "C2H5N2",
  "method": "wB97M-V/def2-TZVPD",
  "elements": ["C", "C", "N", "N", "H", "H", "H", "H", "H"],
  "xyz": [[-2.701, -0.508, 0.162], [1.527, 0.551, 0.001], [0.856, -0.572, 0.054], [-3.520, 0.262, -0.135], [1.834, 1.029, -0.908], [1.655, 1.131, 0.914], [0.560, -1.243, -0.708], [-4.461, 0.720, -0.183], [0.162, -0.732, 0.827]],
  "atomic_forces_ev_per_a": [[0.3, 0.4, -0.2], [-1.9, -1.6, 0.4], [-1.3, 0.9, -0.1], [-1.8, 0.3, 0.3], [0.7, -0.6, -0.6], [-0.2, -0.3, 0.0], [1.0, 1.5, 0.3], [1.7, -0.7, -0.1], [1.4, 0.1, -0.1]],
  "total_charge": 1,
  "homo_ev": -15.6,
  "orbital_gap_ev": 9.48
}

# 8
{
  "formula": "C2H5N2O",
  "method": "wB97M-V/def2-TZVPD",
  "elements": ["C", "N", "C", "N", "O", "H", "H", "H", "H", "H"],
  "xyz": [[-1.518, 0.075, 0.012], [-0.102, 0.420, 0.119], [0.921, -0.283, -0.132], [2.193, -0.112, 0.257], [3.260, 0.065, -0.088], [-1.964, 0.507, 0.834], [-1.774, -1.086, 0.070], [-1.897, 0.386, -0.929], [0.002, 1.405, 0.220], [0.879, -1.377, -0.363]],
  "atomic_forces_ev_per_a": [[0.3, -4.3, -0.7], [-1.3, 0.8, -0.2], [1.5, -2.8, -1.1], [-2.3, -0.4, 2.4], [2.5, 0.8, -1.6], [-1.3, 1.1, 1.5], [1.1, 2.4, 0.0], [-0.4, 0.6, -0.7], [0.4, 0.9, 0.3], [-0.5, 0.8, 0.0]],
  "total_charge": 1,
  "smiles": "C/[NH+]=C/N=O",
  "homo_ev": [-15.0, -15.0],
  "orbital_gap_ev": [8.53, 8.53]
}

Calculated relative energy (zero: lowest compared OMol25 entry of this formula, charge and spin), 0.000 2.387 1.206 3.915 3.232 1.016 1.188 4.854 eV (same order as the records).
Calculated E, -343.70404 -133.84572 -133.52324 -188.27161 -188.29672 -188.37814 -188.37185 -263.53592 Eh (same order as the records).